{"formula": "C2H4O2", "method": "the ωB97M-V functional and the def2-TZVPD basis", "energy_ha": -229.00559, "total_charge": -1, "multiplicity": 2, "homo_lumo_gap_ev": [4.188, 7.327], "e_homo_ha": [0.00210, -0.11373], "e_above_lowest_ev": 0.0000, "elements": ["O", "C", "H", "H", "O", "C", "H", "H"], "xyz": [[0.701088, -0.176547, -0.046293], [1.977241, 0.082666, 0.052940], [2.438589, 0.288800, 1.028393], [2.616713, 0.046969, -0.834757], [-2.986211, 0.310490, 0.369621], [-1.929447, -0.080372, -0.078779], [-1.333096, 0.538919, -0.775477], [-1.484876, -1.010923, 0.284353]], "forces_ev_per_a": [[0.388, 0.012, 0.042], [-0.621, -0.065, 0.022], [0.094, -0.003, -0.074], [0.195, 0.027, 0.008], [-0.207, -0.031, -0.121], [-0.010, 0.680, 0.369], [-0.077, -0.478, 0.052], [0.238, -0.143, -0.297]], "nbo_charge": [-0.850, -0.244, 0.064, 0.064, -0.598, 0.292, 0.143, 0.129]}

{"formula": "C18H67N3O14", "method": "the ωB97M-V functional and the def2-TZVPD basis", "energy_ha": -1943.52307, "total_charge": 0, "multiplicity": 1, "homo_lumo_gap_ev": 9.724, "e_homo_ha": -0.34543, "elements": ["C", "C", "O", "H", "H", "H", "H", "H", "H", "C", "C", "O", "H", "H", "H", "H", "H", "H", "C", "C", "O", "H", "H", "H", "H", "H", "H", "O", "H", "H", "O", "H", "H", "O", "H", "H", "O", "H", "H", "O", "H", "H", "O", "H", "H", "O", "H", "H", "O", "H", "H", "C", "C", "C", "O", "C", "N", "H", "H", "H", "H", "H", "H", "H", "H", "H", "H", "H", "C", "C", "C", "O", "C", "N", "H", "H", "H", "H", "H", "H", "H", "H", "H", "H", "H", "C", "C", "C", "O", "C", "N", "H", "H", "H", "H", "H", "H", "H", "H", "H", "H", "H"], "xyz": [[1.677020, -3.492193, -3.207949], [2.904499, -3.220452, -2.347390], [2.562756, -2.953234, -0.963277], [1.991187, -3.599578, -4.209108], [0.931440, -2.713342, -3.175145], [1.339497, -4.488074, -2.933964], [3.434871, -2.301093, -2.643313], [3.582824, -4.098836, -2.506953], [2.024057, -3.710297, -0.651821], [5.058953, 1.240624, 3.426233], [3.946727, 1.336817, 2.429146], [2.660287, 0.988497, 2.977164], [4.722291, 1.862108, 4.325560], [6.045436, 1.667529, 3.075942], [5.338917, 0.225797, 3.668502], [4.246789, 0.705314, 1.636504], [3.834775, 2.360062, 2.088301], [2.732731, 0.077400, 3.372102], [-2.402283, 0.033907, -4.899869], [-3.052449, 0.290108, -3.531398], [-2.107342, 0.200901, -2.496331], [-1.872335, -0.926664, -4.886016], [-1.696064, 0.901555, -4.998975], [-3.085900, -0.060226, -5.723843], [-3.839829, -0.456356, -3.343028], [-3.598322, 1.222962, -3.547767], [-1.640135, 1.075327, -2.574944], [0.993002, 4.739359, -3.727309], [0.301462, 5.395361, -3.486758], [1.088014, 4.348089, -2.827877], [-4.526819, 2.399117, 3.144338], [-5.116712, 1.632481, 3.217539], [-3.794350, 1.927069, 2.756051], [-7.713833, 0.674517, 0.471833], [-6.946248, 1.340168, 0.470678], [-7.826726, 0.564546, -0.445151], [-3.043693, 2.676470, -0.384509], [-2.822620, 1.745429, -0.285745], [-2.934343, 2.914656, -1.312498], [-1.202913, 2.865864, -2.962596], [-0.609120, 3.039759, -2.209340], [-0.746157, 3.225534, -3.742595], [0.728928, 3.178046, -1.019676], [1.422876, 2.446724, -1.145821], [0.268645, 3.013125, -0.158332], [-6.097358, -0.021302, 2.739981], [-6.621348, 0.046290, 1.940847], [-6.560158, -0.538194, 3.396713], [-5.934734, 2.745654, 0.374421], [-5.085259, 2.786764, -0.185732], [-5.665500, 3.102420, 1.239700], [-1.650056, -5.115558, 0.631038], [-0.393842, -4.359505, 0.550529], [0.037384, -3.757004, 1.837061], [0.162908, -4.785671, 2.806515], [0.377055, -4.132263, 4.067458], [0.757756, -5.203001, -0.014885], [-2.530788, -4.440294, 0.793627], [-1.681587, -5.899002, 1.451456], [-1.784366, -5.723900, -0.250851], [-0.487070, -3.520963, -0.157120], [-0.649490, -2.993745, 2.217160], [0.954763, -3.211497, 1.716208], [1.113948, -3.288627, 3.943847], [0.698097, -4.782609, 4.841212], [-0.542924, -3.620754, 4.353866], [0.999003, -5.758348, 0.750690], [0.409837, -5.751579, -0.794896], [5.233657, 1.632502, -2.139344], [4.430311, 0.486053, -2.746809], [2.976202, 0.848337, -2.985491], [2.211625, 1.011816, -1.774001], [1.548368, -0.166659, -1.358400], [5.098053, -0.081191, -3.891386], [6.168261, 1.209914, -1.906904], [4.769142, 2.029140, -1.285491], [5.331694, 2.441272, -2.884202], [4.373780, -0.245915, -1.943230], [2.441881, 0.135728, -3.479442], [2.896934, 1.722537, -3.529470], [0.956227, 0.153103, -0.483257], [2.176138, -1.007806, -1.029852], [0.817020, -0.536648, -2.082174], [5.920183, -0.612129, -3.550915], [4.630639, -0.753589, -4.465453], [-0.494758, 3.079286, 4.115645], [-0.140798, 2.540324, 2.747424], [-0.507007, 1.046883, 2.566127], [-1.904402, 0.901220, 2.613004], [-2.246528, -0.462104, 2.639513], [-0.524180, 3.366414, 1.575560], [-0.086468, 4.099168, 4.238971], [0.120893, 2.668658, 4.951580], [-1.616115, 3.217183, 4.300948], [0.933886, 2.636049, 2.723833], [0.086677, 0.604905, 3.407737], [-0.171638, 0.714906, 1.618112], [-1.543117, -0.921196, 3.443491], [-1.902452, -0.983067, 1.764230], [-3.287511, -0.618437, 2.734641], [-0.268258, 4.395350, 1.717226], [-1.514398, 3.375802, 1.418341]], "forces_ev_per_a": [[0.682, -0.253, 0.917], [-0.016, 0.437, 0.432], [0.222, -1.213, -0.815], [0.432, 0.008, -1.411], [-0.385, 0.032, 0.307], [-0.708, 0.099, 0.177], [-0.089, -0.394, -0.184], [-0.234, 0.718, 0.606], [0.131, -0.008, 0.082], [0.819, 1.967, 1.455], [-0.209, 0.318, 0.684], [0.687, -1.452, 0.394], [0.787, -1.141, -0.804], [-1.216, -0.090, 0.033], [-0.402, -0.416, 0.441], [-0.312, -0.689, -1.420], [-0.036, 0.073, -0.205], [-0.062, 1.347, -0.612], [0.921, 0.606, 1.055], [-1.041, -1.557, -0.865], [0.478, 1.418, 0.115], [0.228, 0.351, 0.204], [-0.393, -1.007, -0.572], [-0.500, 0.492, -0.331], [0.318, -0.052, 0.073], [0.103, 0.661, 0.106], [-0.052, -0.877, 0.215], [-0.955, 0.327, 1.452], [0.590, -0.272, -0.692], [0.379, -0.067, -0.617], [-0.502, -0.278, -0.017], [-0.624, 0.171, 0.191], [1.108, 0.214, -0.262], [1.695, 1.106, 1.652], [-1.161, -0.456, 0.133], [-0.506, -0.531, -1.779], [-0.404, 0.364, 0.231], [0.082, -0.132, -0.321], [0.304, -0.257, -0.116], [-0.441, -0.012, -0.372], [0.468, -0.016, 0.104], [-0.067, -0.126, 0.418], [0.799, -1.053, -0.043], [-1.235, 1.004, 0.073], [0.320, 0.339, -0.044], [1.042, 0.222, 0.491], [-0.709, -0.208, -0.378], [-0.361, -0.109, -0.091], [1.675, 0.318, -1.020], [-1.503, -0.150, 1.414], [0.102, -0.285, -0.175], [-2.066, -1.301, 1.358], [1.785, 0.290, -1.815], [-0.330, -0.176, 0.682], [0.613, 0.659, 0.972], [0.049, 1.554, -1.308], [-1.397, 2.357, -0.356], [0.657, -0.616, -0.272], [0.318, 1.123, -0.607], [-0.349, 0.180, -0.589], [-0.208, -0.146, 0.095], [-0.516, -0.135, -0.239], [0.943, 0.092, -0.129], [-0.261, -0.894, 0.147], [0.251, -0.876, 0.383], [-0.245, -0.143, 0.228], [0.760, -1.622, 1.045], [0.071, -0.165, 0.314], [-0.698, 0.057, -2.431], [-0.907, -0.420, 1.357], [0.681, 0.223, 2.198], [0.925, 0.172, -0.210], [-0.664, 0.039, 1.177], [1.916, -0.168, -0.079], [1.477, -0.072, 0.452], [-0.661, 0.371, 1.279], [0.210, -0.283, 0.266], [-0.075, -0.450, 0.340], [-1.011, -2.362, -1.959], [-0.164, 2.129, -1.085], [0.164, -0.210, -0.204], [0.103, 0.626, -0.310], [0.109, 0.149, -0.345], [-0.501, 0.727, -0.351], [-0.992, -0.120, -0.025], [-0.884, 1.679, 1.109], [0.402, 0.299, -0.581], [0.590, 2.380, 1.198], [-0.342, -0.023, 0.201], [2.944, -0.635, 1.353], [0.382, 1.473, 0.419], [-0.315, 0.081, -0.712], [-1.057, -0.782, -0.554], [1.539, -0.743, 0.068], [0.493, -0.690, -0.048], [-0.937, -0.513, -0.565], [0.722, -0.610, -0.977], [-1.789, 0.248, -0.624], [0.065, -0.099, -1.016], [-1.032, 0.001, 0.562], [-0.316, -2.012, -0.064], [-0.699, -0.133, -0.051]], "lowdin_charge": [-0.079, -0.284, -0.142, 0.055, 0.064, 0.065, 0.087, 0.121, 0.034, -0.107, -0.322, -0.104, 0.102, 0.092, 0.062, 0.090, 0.116, 0.110, -0.078, -0.356, -0.111, 0.070, 0.080, 0.059, 0.110, 0.098, 0.044, -0.082, 0.059, 0.016, -0.059, 0.003, -0.008, -0.083, 0.024, 0.010, -0.039, 0.050, 0.036, -0.075, -0.002, 0.048, -0.114, 0.057, 0.015, -0.041, -0.001, 0.051, -0.089, 0.065, 0.042, -0.075, -0.413, -0.235, -0.173, -0.084, 0.066, 0.101, 0.105, 0.067, 0.143, 0.108, 0.118, 0.097, 0.074, 0.083, 0.049, 0.077, -0.036, -0.452, -0.141, -0.220, -0.075, 0.043, 0.059, 0.056, 0.096, 0.121, 0.090, 0.113, 0.087, 0.065, 0.087, 0.093, 0.058, -0.069, -0.416, -0.198, -0.196, -0.087, 0.037, 0.069, 0.088, 0.105, 0.105, 0.130, 0.100, 0.112, 0.066, 0.069, 0.128, 0.047]}

{"formula": "C38H32N2O6PtS2", "method": "the ωB97M-V functional and the def2-TZVPD basis", "energy_ha": -2943.80229, "total_charge": 0, "multiplicity": 1, "homo_lumo_gap_ev": [4.881, 4.904], "e_homo_ha": [-0.24307, -0.24376], "e_above_lowest_ev": 3.7508, "elements": ["Pt", "O", "C", "C", "C", "C", "C", "C", "C", "C", "C", "O", "C", "C", "C", "C", "C", "C", "C", "C", "C", "C", "C", "C", "N", "C", "C", "C", "C", "C", "C", "C", "C", "C", "C", "C", "C", "H", "H", "H", "H", "H", "H", "H", "H", "H", "H", "H", "H", "H", "H", "H", "H", "H", "H", "H", "H", "H", "H", "H", "H", "H", "H", "H", "O", "S", "O", "O", "O", "S", "C", "N", "C", "C", "C", "C", "H", "H", "H", "H", "H"], "xyz": [[0.575262, 0.672607, 0.908153], [1.504272, -0.843337, -0.021417], [0.952262, -2.116820, -0.053181], [0.338631, -2.448029, 1.338197], [-0.976113, -1.774642, 1.601744], [-2.111238, -2.527450, 1.842302], [-3.336945, -1.899409, 1.973320], [-3.388739, -0.526762, 1.872375], [-2.222580, 0.203179, 1.675082], [-2.282328, 1.688175, 1.557873], [-2.114736, 2.133661, 0.060232], [-1.010368, 1.549163, -0.478855], [-3.383950, 1.668328, -0.689310], [-3.256266, 0.737850, -1.710891], [-4.376772, 0.255078, -2.375949], [-5.644522, 0.695454, -2.029169], [-5.783595, 1.629934, -1.009905], [-4.662381, 2.109208, -0.349634], [-2.012818, 3.667523, 0.002134], [-1.187715, 4.220934, -0.971828], [-1.055415, 5.595153, -1.097286], [-1.739280, 6.448119, -0.241422], [-2.554638, 5.908826, 0.741309], [-2.689350, 4.531246, 0.858954], [-1.032376, -0.429552, 1.557736], [2.107263, -3.114095, -0.265629], [3.396871, -2.754515, 0.105558], [4.458220, -3.641287, -0.009439], [4.247341, -4.918678, -0.506304], [2.964812, -5.289791, -0.884262], [1.908643, -4.397760, -0.766197], [-0.064797, -2.230258, -1.191858], [-1.062608, -3.200578, -1.215342], [-1.923309, -3.316394, -2.298288], [-1.792160, -2.460189, -3.380488], [-0.807556, -1.482806, -3.362173], [0.044012, -1.364281, -2.274338], [1.082690, -2.104817, 2.062747], [0.220548, -3.522838, 1.477660], [-2.023273, -3.603331, 1.899008], [-4.238264, -2.476272, 2.134115], [-4.325457, 0.008707, 1.932667], [-1.482515, 2.143354, 2.139106], [-3.228716, 2.027828, 1.978694], [-2.261024, 0.393458, -1.952701], [-4.253949, -0.475693, -3.166648], [-6.518109, 0.320240, -2.547699], [-6.766934, 1.989894, -0.732388], [-4.792157, 2.849978, 0.431197], [-0.645247, 3.541767, -1.615204], [-0.407453, 6.004531, -1.863077], [-1.630578, 7.521417, -0.333603], [-3.084161, 6.560007, 1.426071], [-3.321272, 4.143869, 1.648925], [3.551633, -1.751732, 0.474085], [5.454895, -3.332805, 0.286303], [5.070592, -5.614269, -0.604203], [2.783475, -6.280149, -1.282353], [0.923375, -4.708326, -1.086494], [-1.178819, -3.881364, -0.381464], [-2.697945, -4.072912, -2.291982], [-2.460245, -2.546476, -4.228136], [-0.714224, -0.793740, -4.192143], [0.788390, -0.581743, -2.240626], [2.848712, 1.668920, 3.129298], [2.079729, 2.694722, 2.055353], [2.658860, 3.939925, 2.401918], [0.648820, 2.545313, 2.282910], [2.404280, 2.133101, 0.715328], [3.014189, 0.075068, 2.790604], [4.476285, 0.165885, 1.797690], [4.318954, 0.633938, 0.541282], [5.295228, 0.689622, -0.360647], [6.551216, 0.219234, -0.027102], [6.757038, -0.279578, 1.248769], [5.717230, -0.307332, 2.172416], [3.392705, 1.052662, 0.341751], [5.036180, 1.103195, -1.324025], [7.344294, 0.256084, -0.758271], [7.736508, -0.639395, 1.534974], [5.849522, -0.687718, 3.174111]], "forces_ev_per_a": [[-0.651, -0.310, -0.013], [0.440, -0.214, -0.034], [0.041, 0.098, -0.024], [0.016, 0.099, 0.049], [0.123, -0.024, -0.001], [0.020, 0.024, 0.063], [0.013, -0.007, -0.009], [0.006, 0.006, 0.040], [0.053, 0.070, 0.024], [0.053, 0.019, 0.107], [0.069, -0.132, -0.027], [0.042, 0.154, -0.001], [-0.090, 0.066, 0.020], [-0.003, -0.052, 0.052], [0.011, -0.019, -0.007], [-0.018, 0.016, 0.014], [0.009, -0.024, -0.018], [0.009, 0.055, 0.001], [-0.059, 0.050, 0.039], [-0.009, 0.012, -0.021], [0.014, 0.000, 0.002], [-0.014, -0.007, 0.011], [0.016, 0.017, -0.012], [0.003, -0.010, 0.035], [-0.149, -0.018, -0.534], [-0.027, -0.112, -0.013], [0.033, 0.069, 0.050], [0.001, -0.033, -0.019], [-0.015, 0.029, 0.003], [0.022, -0.009, -0.003], [-0.020, -0.017, -0.015], [0.010, -0.090, -0.045], [-0.004, 0.008, -0.006], [0.001, 0.017, 0.016], [-0.014, 0.004, -0.014], [-0.020, 0.023, 0.005], [-0.026, 0.013, 0.032], [-0.013, -0.037, 0.016], [-0.027, -0.003, -0.063], [-0.005, -0.002, -0.006], [-0.002, 0.001, 0.000], [0.002, 0.004, 0.002], [0.007, 0.033, -0.045], [-0.019, -0.041, -0.028], [0.037, -0.005, -0.019], [0.004, -0.005, -0.005], [0.001, -0.003, -0.002], [-0.003, 0.000, -0.001], [0.006, 0.004, -0.007], [0.001, -0.011, -0.002], [-0.002, 0.000, -0.004], [-0.001, 0.001, 0.000], [0.000, 0.000, 0.000], [-0.001, -0.010, -0.005], [-0.023, -0.079, -0.023], [-0.003, 0.001, 0.002], [0.001, -0.005, 0.002], [0.000, -0.002, 0.000], [-0.003, 0.008, -0.001], [-0.001, -0.022, 0.002], [0.001, -0.005, -0.002], [-0.003, 0.000, 0.001], [0.004, 0.002, -0.003], [0.006, -0.003, -0.001], [-0.119, 0.505, -0.235], [-0.694, 0.339, 0.673], [0.226, -0.051, -0.294], [0.332, 0.232, 0.286], [-0.837, 0.467, -0.050], [0.449, -0.296, 0.262], [-0.041, -0.157, -0.322], [0.771, -0.421, -0.020], [0.073, -0.126, 0.276], [-0.056, 0.057, -0.100], [0.022, -0.030, 0.055], [-0.042, -0.083, -0.008], [-0.003, -0.015, -0.090], [0.008, 0.010, -0.009], [0.026, -0.023, 0.015], [-0.007, -0.012, -0.002], [0.041, 0.005, 0.007]], "lowdin_charge": [1.170, -0.349, -0.476, -0.052, -0.238, -0.025, -0.027, 0.006, -0.206, -0.068, -0.519, -0.281, -0.131, -0.009, -0.078, -0.105, -0.092, -0.043, -0.132, -0.018, -0.085, -0.105, -0.090, -0.047, 0.036, -0.121, -0.026, -0.083, -0.097, -0.076, -0.016, -0.144, -0.055, -0.073, -0.099, -0.079, -0.014, 0.108, 0.124, 0.115, 0.114, 0.121, 0.097, 0.108, 0.092, 0.091, 0.094, 0.096, 0.102, 0.112, 0.096, 0.094, 0.097, 0.099, 0.070, 0.092, 0.099, 0.103, 0.106, 0.103, 0.102, 0.100, 0.107, 0.116, -0.596, 0.441, -0.218, -0.348, -0.397, 1.033, -0.459, 0.093, 0.004, -0.011, -0.014, -0.024, 0.067, 0.152, 0.120, 0.123, 0.122]}

What did the first record say?
{"formula": "C2H4O2", "method": "the ωB97M-V functional and the def2-TZVPD basis", "energy_ha": -229.00559, "total_charge": -1, "multiplicity": 2, "homo_lumo_gap_ev": [4.188, 7.327], "e_homo_ha": [0.00210, -0.11373], "e_above_lowest_ev": 0.0000, "elements": ["O", "C", "H", "H", "O", "C", "H", "H"], "xyz": [[0.701088, -0.176547, -0.046293], [1.977241, 0.082666, 0.052940], [2.438589, 0.288800, 1.028393], [2.616713, 0.046969, -0.834757], [-2.986211, 0.310490, 0.369621], [-1.929447, -0.080372, -0.078779], [-1.333096, 0.538919, -0.775477], [-1.484876, -1.010923, 0.284353]], "forces_ev_per_a": [[0.388, 0.012, 0.042], [-0.621, -0.065, 0.022], [0.094, -0.003, -0.074], [0.195, 0.027, 0.008], [-0.207, -0.031, -0.121], [-0.010, 0.680, 0.369], [-0.077, -0.478, 0.052], [0.238, -0.143, -0.297]], "nbo_charge": [-0.850, -0.244, 0.064, 0.064, -0.598, 0.292, 0.143, 0.129]}

Q: Which value of multiplicity does entry 2 give?
A: 1

Q: Among the records above, which one has the highest multiplicity?
A: C2H4O2

Q: Which formula does entry 2 have?
A: C18H67N3O14